# 1
Below is 12 unconnected molecules or ions with the total composition C48H98F26N12O4P4S2 at a distorted geometry, with properties calculated with ωB97M-V/def2-TZVPD.

XYZ file:
```
194
Properties=species:S:1:pos:R:3
C 2.196 9.648 0.350
C 3.468 8.800 0.041
N 4.657 9.512 0.379
C 4.979 10.040 1.603
C 6.135 10.713 1.481
N 6.562 10.685 0.137
C 5.520 10.070 -0.570
C 7.772 11.349 -0.432
H 1.260 9.135 0.127
H 2.164 10.694 0.045
H 2.024 9.657 1.426
H 3.487 8.573 -1.025
H 3.668 7.873 0.578
H 4.335 9.842 2.447
H 6.811 11.143 2.206
H 5.552 9.823 -1.621
H 8.017 11.144 -1.474
H 8.530 10.837 0.160
H 7.765 12.435 -0.334
C 14.012 8.449 -2.714
C 14.403 7.524 -1.598
N 14.875 6.200 -2.025
C 15.983 5.603 -1.501
C 16.021 4.323 -2.024
N 14.781 4.101 -2.564
C 14.104 5.274 -2.454
C 14.274 2.746 -2.923
H 13.217 7.947 -3.266
H 14.810 8.480 -3.455
H 13.835 9.455 -2.333
H 13.621 7.336 -0.862
H 15.215 8.063 -1.110
H 16.758 6.154 -0.988
H 16.745 3.527 -1.942
H 13.047 5.347 -2.665
H 14.875 2.234 -3.675
H 13.216 2.873 -3.156
H 14.328 2.206 -1.978
C 10.138 15.599 -5.124
C 9.416 16.492 -6.293
N 8.022 17.033 -5.963
C 7.676 17.838 -4.920
C 6.413 18.371 -5.202
N 5.892 17.634 -6.244
C 6.956 16.951 -6.760
C 4.477 17.793 -6.778
H 11.140 15.985 -4.935
H 10.090 14.528 -5.319
H 9.619 15.662 -4.167
H 9.216 15.866 -7.162
H 10.039 17.344 -6.567
H 8.346 18.108 -4.116
H 5.857 19.118 -4.655
H 6.806 16.357 -7.649
H 3.936 18.612 -6.306
H 3.815 16.954 -6.567
H 4.509 17.786 -7.868
C 10.414 -3.422 -5.877
C 11.698 -3.931 -5.127
N 12.656 -4.472 -6.125
C 13.131 -3.910 -7.351
C 14.252 -4.641 -7.749
N 14.510 -5.561 -6.843
C 13.550 -5.535 -5.868
C 15.732 -6.470 -6.758
H 10.764 -2.654 -6.567
H 9.666 -2.934 -5.253
H 10.029 -4.288 -6.416
H 11.339 -4.740 -4.490
H 12.166 -3.169 -4.504
H 12.620 -3.036 -7.728
H 14.894 -4.552 -8.614
H 13.437 -6.201 -5.025
H 15.461 -7.502 -6.536
H 16.313 -6.075 -5.925
H 16.316 -6.408 -7.676
C 25.979 -2.379 0.636
C 25.456 -0.862 0.498
C 25.711 -0.357 -0.939
N 25.389 1.244 -1.024
C 26.573 1.960 -0.277
C 23.964 1.603 -0.486
C 23.481 2.976 -1.208
C 24.164 2.803 -2.599
C 25.248 1.659 -2.485
H 25.474 -3.093 -0.015
H 25.786 -2.772 1.634
H 27.039 -2.536 0.441
H 25.936 -0.382 1.351
H 24.373 -0.850 0.625
H 25.183 -0.847 -1.757
H 26.737 -0.560 -1.246
H 27.567 1.584 -0.522
H 26.372 1.868 0.790
H 26.552 3.016 -0.547
H 23.810 1.656 0.592
H 23.493 0.679 -0.820
H 23.874 3.781 -0.586
H 22.398 2.853 -1.213
H 24.660 3.721 -2.912
H 23.441 2.428 -3.324
H 26.213 2.013 -2.845
H 24.923 0.825 -3.108
C 17.148 7.575 4.322
C 18.366 6.763 4.755
C 19.246 7.573 5.709
N 20.696 7.100 5.784
C 21.464 7.503 4.446
C 21.446 7.750 7.052
C 22.700 6.834 7.138
C 22.065 5.509 7.031
C 20.851 5.589 6.039
H 17.395 8.225 3.483
H 16.622 8.139 5.092
H 16.374 6.963 3.858
H 18.814 6.364 3.844
H 18.022 5.804 5.143
H 18.940 7.397 6.740
H 19.199 8.607 5.366
H 22.393 6.942 4.350
H 21.654 8.570 4.325
H 20.761 7.307 3.637
H 21.580 8.817 6.871
H 20.757 7.771 7.896
H 23.378 7.137 6.340
H 23.055 6.992 8.157
H 22.746 4.710 6.736
H 21.931 5.261 8.083
H 21.121 5.141 5.083
H 19.898 5.201 6.399
C 13.069 1.303 -12.425
C 14.535 1.674 -12.005
C 14.479 2.705 -10.794
N 15.802 3.402 -10.420
C 16.024 4.543 -11.412
C 17.022 2.463 -10.408
C 18.120 3.217 -9.766
C 17.557 4.037 -8.713
C 16.025 3.882 -8.951
H 13.070 0.592 -13.251
H 12.564 2.166 -12.858
H 12.438 0.880 -11.644
H 14.844 2.157 -12.932
H 15.274 0.899 -11.803
H 14.033 2.168 -9.957
H 13.995 3.669 -10.949
H 17.015 4.986 -11.310
H 15.401 5.421 -11.241
H 15.749 4.160 -12.395
H 17.338 2.182 -11.412
H 16.708 1.633 -9.775
H 18.697 3.682 -10.566
H 18.776 2.523 -9.239
H 17.977 5.039 -8.796
H 18.010 3.692 -7.783
H 15.556 4.866 -8.939
H 15.459 3.189 -8.328
N 19.473 10.069 -1.015
S 19.297 11.641 -0.832
O 18.152 12.275 -1.495
O 20.438 12.534 -0.895
F 18.948 11.508 0.703
S 20.430 10.178 -2.112
O 21.853 10.071 -1.810
O 20.127 10.953 -3.357
F 20.139 8.654 -2.573
P 9.759 4.212 -6.808
F 9.085 3.131 -5.715
F 8.264 4.649 -7.107
F 10.109 5.311 -5.739
F 10.552 5.152 -7.854
F 11.264 3.630 -6.409
F 9.681 3.070 -7.945
P 9.225 4.221 0.795
F 9.381 5.514 -0.132
F 9.147 3.148 -0.509
F 10.820 4.212 0.929
F 9.149 3.047 1.857
F 9.387 5.355 1.951
F 7.558 4.519 0.668
P 19.613 -1.562 -5.182
F 20.151 -1.381 -3.649
F 20.226 -3.060 -5.319
F 18.239 -2.258 -4.716
F 19.037 -1.596 -6.699
F 18.974 -0.053 -5.030
F 20.908 -1.040 -5.935
P 18.706 0.510 3.102
F 20.146 0.396 3.880
F 19.073 1.903 2.258
F 19.292 -0.285 1.834
F 17.289 0.536 2.379
F 18.350 -0.940 3.883
F 18.141 1.453 4.376
```

total charge: +2
HOMO level: -0.3891 Eh
calculated total energy: -206913.032 eV

# 2
Below is 8 unconnected molecules or ions with the total composition C49H100FIN3O15PS2, with properties calculated with ωB97M-V/def2-TZVPD.

XYZ file:
```
172
Properties=species:S:1:pos:R:3
C 0.379 -1.127 -3.642
C -0.065 0.257 -4.152
C -1.312 0.798 -3.449
C -1.031 1.388 -2.054
C -1.626 0.562 -0.913
C -3.164 0.410 -1.006
C -3.914 0.712 0.298
C -4.177 -0.525 1.155
C -2.949 -0.891 2.008
C -2.701 -2.401 2.175
C -1.396 -2.839 1.523
O -0.235 -2.119 1.902
C 0.114 -2.079 3.241
I 0.035 -0.007 3.899
C 1.549 -2.559 3.420
N 2.404 -1.891 2.457
F 2.944 -2.934 1.631
C 3.564 -1.168 2.969
C 3.766 0.164 2.237
C 5.171 0.433 1.721
S 5.927 -0.826 0.676
C 5.023 -0.728 -0.818
S 3.950 0.448 -1.174
N 5.440 -1.782 -1.645
C 5.602 -1.462 -3.070
C 6.921 -2.017 -3.594
C 4.698 -3.036 -1.399
C 3.218 -2.999 -1.793
P -1.163 -4.657 1.707
N -1.798 -5.299 2.986
H 1.222 -1.060 -2.951
H -0.438 -1.626 -3.113
H 0.670 -1.785 -4.463
H -0.235 0.219 -5.232
H 0.752 0.970 -4.004
H -1.780 1.557 -4.081
H -2.041 -0.015 -3.353
H 0.054 1.448 -1.913
H -1.413 2.411 -1.987
H -1.144 -0.424 -0.888
H -1.379 1.047 0.039
H -3.554 1.038 -1.811
H -3.403 -0.622 -1.286
H -3.315 1.402 0.909
H -4.863 1.203 0.086
H -4.402 -1.383 0.516
H -5.028 -0.329 1.813
H -3.001 -0.427 2.995
H -2.071 -0.452 1.519
H -2.738 -2.709 3.223
H -3.490 -2.986 1.686
H -1.493 -2.646 0.448
H -0.567 -2.655 3.870
H 1.584 -3.638 3.246
H 1.868 -2.369 4.448
H 4.438 -1.824 2.889
H 3.405 -0.982 4.034
H 3.062 0.243 1.412
H 3.531 0.975 2.928
H 5.180 1.355 1.134
H 5.873 0.568 2.550
H 5.570 -0.381 -3.190
H 4.771 -1.878 -3.649
H 6.877 -3.104 -3.698
H 7.163 -1.586 -4.565
H 7.721 -1.796 -2.885
H 5.230 -3.818 -1.947
H 4.807 -3.274 -0.339
H 3.023 -2.240 -2.554
H 2.922 -3.963 -2.211
H 2.583 -2.797 -0.934
H 0.219 -4.840 1.521
H -1.715 -5.090 0.481
H -1.147 -5.832 3.546
O 3.061 3.310 2.508
C 2.073 3.994 2.470
O 1.085 3.626 1.637
C -0.207 4.249 1.615
C -0.238 5.470 0.721
C 1.956 5.281 3.252
H -0.540 4.471 2.630
H -0.866 3.476 1.223
H 0.423 6.256 1.088
H -1.250 5.871 0.672
H 0.076 5.203 -0.288
H 2.387 6.084 2.655
H 2.541 5.173 4.161
H 0.938 5.551 3.519
O -6.846 -0.315 -0.459
C -7.802 0.036 0.178
O -8.257 1.293 0.005
C -9.482 1.761 0.588
C -9.288 2.267 2.001
C -8.448 -0.851 1.214
H -10.251 0.990 0.534
H -9.794 2.572 -0.067
H -8.968 1.470 2.673
H -10.223 2.677 2.382
H -8.530 3.050 2.017
H -7.927 -0.709 2.162
H -8.313 -1.883 0.900
H -9.509 -0.674 1.366
O 10.584 -2.345 6.278
C 10.160 -2.463 5.163
O 9.024 -1.805 4.837
C 8.525 -1.740 3.497
C 7.660 -2.927 3.137
C 10.810 -3.375 4.148
H 9.342 -1.603 2.787
H 7.935 -0.824 3.478
H 8.221 -3.862 3.153
H 7.248 -2.789 2.137
H 6.836 -3.023 3.846
H 10.391 -4.374 4.270
H 11.871 -3.418 4.373
H 10.679 -3.068 3.114
O 9.177 3.586 -1.613
C 8.605 3.200 -0.633
O 9.237 3.308 0.560
C 8.591 3.049 1.812
C 8.625 1.582 2.190
C 7.245 2.547 -0.696
H 7.575 3.444 1.810
H 9.160 3.637 2.530
H 8.066 0.970 1.481
H 8.192 1.444 3.182
H 9.656 1.225 2.208
H 7.388 1.477 -0.857
H 6.706 2.953 -1.548
H 6.636 2.680 0.194
O -5.282 2.258 -5.092
C -5.036 1.144 -5.461
O -3.959 0.961 -6.260
C -3.487 -0.331 -6.652
C -4.171 -0.837 -7.904
C -5.922 -0.031 -5.117
H -3.574 -1.036 -5.824
H -2.422 -0.184 -6.830
H -5.239 -0.984 -7.745
H -3.736 -1.789 -8.211
H -4.045 -0.119 -8.714
H -6.707 -0.098 -5.871
H -6.383 0.175 -4.154
H -5.407 -0.985 -5.064
O 0.275 5.838 -4.152
C 1.314 5.564 -3.620
O 1.296 4.687 -2.591
C 2.490 4.169 -1.993
C 3.022 5.072 -0.899
C 2.617 6.221 -4.016
H 3.244 3.959 -2.753
H 2.191 3.211 -1.570
H 3.324 6.045 -1.289
H 3.886 4.609 -0.420
H 2.252 5.234 -0.144
H 2.720 7.144 -3.445
H 2.551 6.476 -5.070
H 3.500 5.611 -3.853
O -12.801 -1.553 2.761
C -12.557 -2.699 2.503
O -11.392 -2.973 1.876
C -10.905 -4.306 1.674
C -11.459 -4.935 0.414
C -13.531 -3.818 2.786
H -11.094 -4.919 2.555
H -9.826 -4.186 1.594
H -12.541 -5.058 0.467
H -11.012 -5.917 0.257
H -11.233 -4.308 -0.449
H -14.202 -3.908 1.932
H -14.118 -3.536 3.655
H -13.067 -4.783 2.968
```

HOMO level: -0.3193 Eh
calculated total energy: -129392.088 eV
SMILES: CCCCCCCCCC[C@@H](O[C@H](I)CN(F)CCCSC(=S)N(CC)CC)[PH2]=N.CCOC(C)=O.CCOC(C)=O.CCOC(C)=O.CCOC(C)=O.CCOC(C)=O.CCOC(C)=O.CCOC(C)=O